{"formula": "C8H8N2O3V", "method": "wB97M-V/def2-TZVPD", "species": ["O", "C", "V", "C", "C", "O", "O", "C", "C", "C", "C", "N", "N", "C", "H", "H", "H", "H", "H", "H", "H", "H"], "xyz": [[0.0008, 3.0215, -1.0422], [0.0007, 1.9525, -0.6288], [0.0004, -0.2118, 0.1920], [1.5264, -0.9534, -0.5678], [-1.5264, -0.9522, -0.5676], [2.4930, -1.4024, -1.0642], [-2.4930, -1.4001, -1.0650], [0.0142, 1.9942, 5.1157], [0.0097, 0.9456, 4.0756], [0.0085, -0.4476, 4.2046], [0.0043, -0.9844, 2.9219], [0.0029, 0.0482, 2.0249], [0.0062, 1.2207, 2.7717], [0.0021, -2.3927, 2.5021], [-0.8688, 1.8886, 5.7590], [0.9016, 1.8874, 5.7528], [0.0134, 3.0004, 4.6814], [0.0105, -1.0084, 5.1240], [0.0059, 2.1489, 2.3512], [0.8885, -2.9013, 2.9100], [-0.8825, -2.9000, 2.9156], [-0.0015, -2.5397, 1.4104]], "gap_ev": [7.83, 7.42], "lumo_energy_ev": [-9.8, -10.2], "total_charge": 2, "s_squared": 3.773, "spin_multiplicity": 4}